Record 1
13
Properties=species:S:1:pos:R:3 method="wB97M-V/def2-TZVPD" multiplicity=1 e_above_lowest_ev=0.301 charge=+1 e_homo_ev=-15.2 orbital_gap_ev=12.0
C -0.210 1.790 2.521
N 0.435 2.869 2.080
N 0.313 0.579 2.337
N -1.380 1.923 3.147
H 0.033 3.799 2.222
H 1.333 2.768 1.599
H 1.210 0.477 1.856
H -0.183 -0.250 2.675
H -1.875 1.095 3.486
H -1.781 2.853 3.289
O 3.590 1.359 0.486
H 3.747 1.243 -0.478
H 4.490 1.356 0.886



Record 2
15
Properties=species:S:1:pos:R:3 method="wB97M-V/def2-TZVPD" multiplicity=1 e_above_lowest_ev=1.130 e_homo_ev=-9.4 smiles="NP(N)(=O)NCO" orbital_gap_ev=10.1
N -1.270 -1.078 1.222
P 0.195 -0.771 0.514
N 1.350 -0.274 1.729
O 0.603 -1.856 -0.361
N -0.240 0.803 -0.453
C 0.204 0.775 -1.809
O 1.536 0.385 -2.079
H -1.729 -0.695 2.009
H -1.840 -1.833 0.811
H 2.174 -0.699 1.303
H 1.257 0.751 1.870
H 0.004 1.661 -0.063
H -0.053 1.790 -2.223
H -0.449 0.185 -2.410
H 1.350 -0.617 -2.139



Record 3
14
Properties=species:S:1:pos:R:3 method="wB97M-V/def2-TZVPD" multiplicity=1 e_above_lowest_ev=2.519 e_homo_ev=-8.8 smiles=NN(N)CNO orbital_gap_ev=9.9
N -0.119 -1.453 -0.742
N 0.548 -0.279 -0.366
N 1.907 -0.539 -0.037
C -0.215 0.447 0.649
N -1.002 1.533 0.109
O -2.135 1.069 -0.622
H 0.222 -1.739 -1.653
H 0.047 -2.214 -0.077
H 2.450 0.308 -0.171
H 2.023 -0.860 0.930
H -0.895 -0.231 1.184
H 0.475 0.912 1.364
H -0.452 2.027 -0.591
H -2.852 1.019 0.022



Record 4
14
Properties=species:S:1:pos:R:3 method="wB97M-V/def2-TZVPD" s_squared=2.017 multiplicity=3 e_above_lowest_ev=4.783 charge=+1 e_homo_ev="-11.2 / -13.4" orbital_gap_ev="7.6 / 6.1"
C -0.157 -0.065 -1.492
N -1.293 -0.191 -1.856
N -2.418 -0.693 -2.115
N -3.453 0.071 -2.190
N 1.689 -0.484 2.083
P 0.790 -0.333 -0.019
H 1.032 0.305 -2.541
H -3.554 1.102 -1.833
H -4.271 -0.435 -2.113
H 1.270 -1.096 2.843
H 1.406 0.462 2.189
H 2.669 -0.784 2.085
H 0.936 1.057 -0.007
H -0.182 0.011 0.904



Record 5
15
Properties=species:S:1:pos:R:3 method="wB97M-V/def2-TZVPD" multiplicity=1 e_above_lowest_ev=5.168 charge=+1 e_homo_ev="-13.7 / -13.7" orbital_gap_ev="8.4 / 8.4"
C 1.414 -0.183 0.104
N 0.419 0.251 0.788
N 2.513 0.447 0.184
N -0.982 -1.529 -0.719
N -1.610 1.462 -0.607
N -0.769 -0.200 0.869
O -1.981 0.759 0.408
H 1.418 -1.076 -0.440
H 3.340 0.012 -0.241
H 2.735 1.249 0.754
H -0.808 -2.486 -0.268
H -2.058 -1.514 -0.642
H -1.392 0.954 -1.544
H -1.244 2.437 -0.408
H -0.996 -0.582 1.763



Record 6
19
Properties=species:S:1:pos:R:3 method="wB97M-V/def2-TZVPD" multiplicity=1 e_above_lowest_ev=0.000 charge=+2 e_homo_ev="-16.9 / -16.9" orbital_gap_ev="8.8 / 8.8"
C 0.913 -0.066 -0.334
N -0.503 -0.281 0.051
N -1.509 0.572 -0.411
N 0.596 0.337 0.828
N 0.279 -0.019 4.124
N -0.723 1.186 -2.424
N 1.615 -0.005 -1.401
N 1.616 -0.860 -2.355
N -1.651 1.125 -1.590
O 0.982 -2.016 -2.058
O 2.145 -0.740 -3.425
H 0.971 -2.584 -2.856
H -2.199 0.550 0.346
H -0.096 0.881 3.963
H -0.367 -0.623 4.704
H 0.412 -0.365 3.196
H -0.853 1.697 -3.313
H 1.152 -0.155 4.651
H -2.780 1.365 -1.696